Entry 1:
Computed, not measured: a cluster of 15 separate species, C21H74N28O15 in total in a non-equilibrium geometry, with the ωB97M-V functional and the def2-TZVPD basis.

Energy above the lowest of the compared OMol25 structures with the same formula, charge and spin, kcal per mole: 130.5
Gap between HOMO and LUMO, eV: 7.564

Atoms and positions in Å:
H  2.23  1.36  -1.37
H  3.84  1.84  2.57
H  0.04  -3.76  -3.62
H  2.21  -5.62  -2.52
C  0.07  5.23  1.16
H  -3.83  1.67  3.47
H  0.35  3.32  2.72
N  -0.28  5.85  -2.36
O  -4.85  1.47  -0.94
H  -1.50  1.03  -1.40
N  2.13  -2.72  -1.58
N  -2.02  6.22  -3.54
H  -4.12  -2.89  -0.97
H  -0.41  6.72  -1.85
C  -0.08  -3.17  -4.53
C  -1.25  5.31  -3.04
H  1.88  -5.73  1.12
N  1.07  -2.34  -4.56
N  0.83  2.43  2.68
N  -3.04  -2.39  4.57
H  -2.26  -2.93  -4.51
O  3.65  -3.81  -2.86
C  -3.40  -1.17  4.83
O  -0.65  -5.35  -5.45
H  3.00  2.78  -5.45
H  -3.45  -0.07  1.57
N  -3.67  1.55  -2.84
H  -3.06  2.03  -3.49
H  2.68  1.86  -3.71
H  0.69  -1.46  -4.89
H  -4.14  3.80  -0.82
H  -0.17  5.73  3.16
H  2.42  0.44  -0.19
H  2.01  2.64  -6.81
H  -3.74  -2.10  6.53
H  2.70  -2.78  3.54
H  -1.56  -1.75  -3.49
C  -0.03  -4.10  -5.76
H  -1.75  -4.17  1.67
O  0.70  -0.15  1.74
H  -0.56  -3.58  -6.56
O  2.67  3.48  3.44
O  0.59  0.82  -5.84
C  3.72  -2.41  1.97
H  0.41  5.16  -2.08
H  -3.12  3.73  -2.23
H  1.04  -6.48  -4.84
C  1.55  1.39  -5.30
C  0.58  0.69  -0.50
N  0.42  5.42  2.40
N  -4.32  -1.97  -0.62
H  -1.00  -0.34  0.54
H  5.91  3.64  -0.13
N  4.58  -1.94  2.91
N  -1.14  5.70  1.01
H  -1.72  7.12  -3.21
H  -4.14  -0.37  6.54
H  0.53  1.71  -0.10
N  0.72  -2.19  6.44
N  1.86  -4.77  -2.09
O  -1.39  4.13  -3.27
N  2.22  2.30  -5.88
N  3.58  3.92  -0.27
H  4.00  4.23  0.59
H  0.78  -1.15  3.58
N  5.57  3.45  -1.06
N  -1.14  -4.95  1.83
O  3.74  2.86  -2.26
O  0.27  -4.02  0.49
H  0.43  -3.03  5.95
H  -2.83  -2.71  3.64
H  1.63  -3.01  -0.75
N  -2.31  2.79  2.01
H  -1.22  -1.62  -5.24
O  -3.27  -2.48  1.30
H  0.50  1.59  2.23
C  -1.37  -2.31  -4.41
H  0.91  -4.64  -1.79
H  -0.16  1.72  -2.33
H  -3.01  -3.17  5.22
C  0.09  -0.37  0.47
H  2.58  3.85  -0.33
H  -1.48  5.51  0.08
N  -3.98  -0.46  0.80
H  -1.91  1.97  2.44
H  2.43  0.87  1.96
H  1.69  -0.07  6.85
H  3.27  -0.39  6.35
C  -3.77  -1.71  0.55
C  -0.46  0.88  -1.70
H  -0.45  -7.25  -4.66
C  0.07  -0.81  2.83
N  2.05  1.17  -4.08
O  -3.96  4.29  1.77
H  4.24  -1.83  3.85
C  2.63  -3.72  -2.24
H  0.49  -1.31  0.11
H  -4.49  0.16  0.19
N  2.69  -2.96  2.54
H  1.74  0.39  -3.52
C  2.01  -1.93  6.15
N  2.36  -0.77  6.58
O  0.71  4.65  0.24
H  -4.74  -1.33  -1.29
H  6.13  2.88  -1.68
H  -2.86  5.84  -3.96
H  -5.20  2.69  3.37
H  5.22  -1.34  2.41
O  -3.45  -0.20  4.06
H  0.15  -1.37  6.58
H  -1.76  5.92  1.77
C  -4.22  2.09  -1.79
O  2.64  -2.68  5.40
N  -3.88  3.35  -1.69
H  -0.65  -0.10  3.24
H  -1.55  -5.81  2.17
C  2.11  2.53  2.98
C  0.05  -4.86  1.27
H  2.67  -1.88  -1.46
N  -3.75  -1.19  6.10
H  0.75  -6.68  2.01
H  1.25  -2.21  -3.57
N  -4.23  2.54  3.15
H  1.01  -4.31  -6.04
H  -0.48  -1.74  2.67
H  1.34  5.10  2.63
H  -0.34  0.00  -2.34
N  2.85  1.65  2.43
H  -4.02  0.69  -3.23
C  4.26  3.40  -1.28
C  0.00  -6.26  -4.60
H  -0.07  -5.85  -3.59
C  -3.53  3.29  2.32
N  0.94  -5.85  1.47
N  1.93  0.44  -1.07
H  -1.84  3.43  1.39
H  2.02  -3.49  2.02
O  3.93  -2.43  0.79


Entry 2:
Computed, not measured: an isolated molecule of C21H9F4N3O3S in a non-equilibrium geometry, with the ωB97M-V functional and the def2-TZVPD basis.

Energy above the lowest of the compared OMol25 structures with the same formula, charge and spin, kcal per mole: 0.0
Gap between HOMO and LUMO, eV: 7.596

Atoms and positions in Å:
C  2.42  -4.80  -1.90
O  -1.16  4.97  -1.25
C  0.75  -2.77  -0.96
C  0.10  -1.54  -0.49
C  0.66  -4.05  -0.40
N  -1.87  4.15  3.51
C  0.01  0.97  -1.16
C  -1.33  1.24  -1.34
C  0.44  -0.43  -1.25
H  -2.78  2.83  -1.48
H  -2.07  0.50  -1.50
C  -2.24  1.36  2.75
O  -1.66  -2.41  0.85
C  -0.83  -1.51  0.68
C  0.95  1.99  -1.02
C  2.49  -3.54  -2.45
N  -1.12  3.21  3.93
H  2.01  1.77  -0.94
C  -2.14  0.21  1.95
F  1.50  -0.20  1.78
C  -0.90  -0.37  1.60
C  0.54  3.30  -1.10
H  3.94  -5.34  -2.87
O  3.29  -5.77  -2.29
S  1.59  -0.86  -2.54
C  0.27  0.26  2.09
H  -0.04  -4.25  0.45
F  -3.30  -0.28  1.48
H  1.49  -6.05  -0.44
C  1.59  -2.54  -2.03
C  -0.81  3.66  -1.26
F  -3.50  1.84  3.00
H  1.23  4.13  -0.94
C  0.17  1.47  2.83
N  -2.57  5.06  3.10
C  -1.07  2.02  3.17
H  3.19  -3.29  -3.22
H  -0.36  5.51  -1.29
C  1.51  -5.09  -0.89
C  -1.73  2.57  -1.35
F  1.35  2.06  3.24


Entry 3:
Computed, not measured: a structure of composition C22H13F4N9OS3Ti in a non-equilibrium geometry, with the ωB97M-V functional and the def2-TZVPD basis.

Multiplicity: 3
Gap between HOMO and LUMO (spin up / spin down), eV: 3.481 / 3.141

Atoms and positions in Å:
C  -3.13  -0.32  -1.25
C  2.10  3.08  -1.57
H  4.74  4.34  -2.47
N  1.68  3.91  -2.59
C  2.67  4.90  -2.91
H  -5.84  -0.24  -3.30
C  -2.56  0.64  -3.40
N  3.36  3.48  -1.18
F  -4.37  -3.98  4.37
C  -0.62  -1.65  2.47
H  1.52  1.77  -3.62
F  -3.80  0.66  2.77
C  -1.46  -1.96  3.57
H  1.62  1.18  -1.99
S  2.34  0.43  2.55
H  -1.36  -1.09  -0.28
C  -0.23  1.02  -2.84
C  -3.63  -1.72  4.54
H  -5.18  -0.94  -1.03
N  -0.14  -1.20  1.54
H  -4.18  0.78  -4.85
C  -4.87  -3.16  0.11
C  -3.88  0.47  -3.85
C  -4.27  -3.54  1.38
H  4.01  5.45  -1.27
C  -2.17  0.25  -2.11
S  1.25  1.83  -0.93
C  -3.56  -4.78  1.47
C  -1.20  -3.24  4.20
C  -4.05  -2.82  3.76
C  -4.44  -0.49  -1.69
Ti  0.00  0.00  0.00
N  -5.36  -2.77  -0.86
C  -3.62  -1.34  1.81
N  1.07  1.35  -2.82
C  3.82  4.61  -1.95
H  2.97  4.79  -3.96
H  2.24  5.90  -2.76
C  -4.08  -2.62  2.32
H  3.87  3.01  -0.44
C  -4.82  -0.10  -2.98
F  -4.67  -0.83  4.66
F  -3.11  -1.34  0.55
C  -2.58  -1.16  3.81
H  -2.83  -0.63  -0.26
S  -1.21  1.30  -4.22
N  -0.84  0.48  -1.81
N  -0.97  -4.27  4.68
N  -2.99  -5.79  1.54
H  0.77  3.80  -3.04
O  3.43  1.45  2.55
C  -2.98  -0.42  2.67
N  1.48  0.48  1.31


Entry 4:
Computed, not measured: a structure of composition C22H13N5O7Pd, with the ωB97M-V functional and the def2-TZVPD basis.

Total charge: +2
Energy above the lowest of the compared OMol25 structures with the same formula, charge and spin, kcal per mole: 0.0
Gap between HOMO and LUMO, eV: 4.426

Atoms and positions in Å:
H  -1.53  -0.26  4.35
C  0.85  3.46  -3.50
C  2.10  -3.02  -1.08
O  -0.53  0.33  0.62
C  -4.01  2.15  4.00
H  -0.58  2.32  -0.65
H  3.24  0.36  -5.00
N  1.27  -2.41  -0.19
O  -4.33  1.29  6.49
C  -3.16  1.16  4.51
O  -2.48  2.31  0.78
N  0.72  1.27  -1.83
N  1.96  -0.97  -2.21
N  -4.55  3.51  2.03
C  -1.84  0.81  2.54
C  3.03  -0.36  -4.22
H  3.79  -3.53  -3.30
C  -2.11  0.50  3.84
C  2.20  -0.05  -3.17
H  2.19  2.27  -4.68
O  -2.61  -0.03  6.41
C  0.86  -3.09  0.88
C  -3.77  2.49  2.72
C  0.07  3.49  -2.36
H  0.23  -2.56  1.57
H  3.18  -4.78  -1.62
C  2.50  -2.19  -2.23
C  1.49  1.23  -2.95
O  -0.14  -0.78  2.54
C  0.03  2.37  -1.55
C  2.52  -4.32  -0.90
C  1.57  2.31  -3.79
H  2.41  -6.05  0.37
O  -4.14  4.63  2.14
H  -4.79  2.58  4.62
C  -2.66  1.88  1.89
H  0.89  -4.91  2.00
H  4.26  -1.89  -5.08
Pd  0.79  -0.46  -0.75
N  -3.40  0.75  5.95
C  -0.71  0.03  1.84
H  0.90  4.32  -4.15
C  3.35  -2.55  -3.27
H  -0.51  4.36  -2.10
O  -5.50  3.09  1.42
C  2.09  -5.03  0.21
C  1.25  -4.41  1.11
C  3.61  -1.63  -4.26


Entry 5:
Computed, not measured: a structure of composition C22H14BBr4HfN7O2S2, with the ωB97M-V functional and the def2-TZVPD basis.

Energy above the lowest of the compared OMol25 structures with the same formula, charge and spin, kcal per mole: 0.0
Gap between HOMO and LUMO, eV: 8.028

Atoms and positions in Å:
N  -0.04  0.00  -2.68
Br  1.54  3.85  2.23
C  -0.69  2.52  1.18
H  -0.69  -1.71  -4.00
H  -5.39  -1.60  -2.30
C  1.01  1.92  -2.98
C  0.87  -3.24  -0.17
Br  -4.47  3.23  -0.30
C  -3.73  -1.19  -0.88
C  3.12  -0.24  1.68
C  0.70  -3.53  -2.33
C  -0.22  3.77  1.55
H  0.42  0.54  -4.65
O  0.00  1.38  1.28
H  3.65  -1.63  5.29
N  0.79  -1.06  1.89
C  0.47  0.81  -3.60
N  0.09  -2.39  -1.98
C  -1.98  2.38  0.64
Br  -3.40  6.28  0.59
C  3.50  -1.25  4.29
C  4.53  -0.64  3.60
N  -2.14  -1.37  -2.32
H  1.08  -3.32  0.88
H  2.95  0.15  0.69
S  -1.66  -1.84  2.38
H  1.77  -5.03  -1.12
N  0.19  -2.20  -0.65
C  0.00  -1.63  2.76
C  2.07  -0.86  2.37
C  4.34  -0.14  2.31
C  -1.03  4.90  1.38
N  -2.41  -1.13  -1.02
C  0.78  1.70  -1.63
H  1.50  2.76  -3.44
B  -0.70  -1.39  -2.85
O  -2.31  1.14  0.29
Hf  -0.82  -0.28  0.42
C  -3.29  -1.58  -2.98
H  1.04  2.31  -0.78
Br  -0.37  6.59  1.90
H  -4.18  -0.99  0.08
C  -4.34  -1.48  -2.09
H  0.72  -3.84  -3.36
H  5.50  -0.54  4.07
C  2.27  -1.35  3.66
C  1.22  -4.11  -1.20
N  0.15  0.54  -1.45
H  -3.27  -1.79  -4.04
C  -2.30  4.76  0.84
S  0.77  -2.03  4.26
H  5.16  0.34  1.80
C  -2.77  3.50  0.46


Entry 6:
Computed, not measured: a structure of composition C22H14CdCl2O2S, with the ωB97M-V functional and the def2-TZVPD basis.

Multiplicity: 2
Total charge: -1
Energy above the lowest of the compared OMol25 structures with the same formula, charge and spin, kcal per mole: 19.4
Gap between HOMO and LUMO (spin up / spin down), eV: 5.468 / 6.409

Atoms and positions in Å:
H  3.28  -1.98  -2.58
C  0.31  -1.49  2.65
C  -0.15  3.35  2.07
Cl  1.66  -5.63  -5.62
H  1.39  -1.78  7.91
Cl  -2.60  -3.73  -2.94
H  1.27  1.89  1.43
H  0.28  -3.62  4.21
C  1.81  -3.62  -3.79
H  1.02  0.58  4.36
C  1.28  -2.72  -2.85
C  -1.41  1.09  3.17
C  1.01  -4.51  -4.44
C  -0.40  0.85  2.24
H  -1.36  4.49  3.37
C  -1.11  3.50  3.01
C  0.96  -0.38  4.85
C  1.17  -1.71  6.85
C  -0.37  -4.54  -4.17
O  2.03  -0.94  -1.42
S  -0.53  3.20  -0.96
C  0.82  -2.84  6.13
Cd  -0.06  -0.28  -0.39
H  0.44  -2.48  2.21
H  1.52  0.41  6.75
C  0.55  -2.73  4.77
C  -0.19  1.90  -0.05
C  1.24  -0.48  6.20
C  -0.90  -3.68  -3.26
C  -1.79  2.37  3.54
C  -0.12  -2.71  -2.53
H  0.34  4.22  1.65
H  2.87  -3.60  -4.00
O  -0.67  -1.95  -1.69
C  -0.01  -0.48  1.83
H  0.77  -3.80  6.62
C  0.18  2.03  1.46
H  -1.88  0.23  3.63
C  0.59  -1.51  4.10
C  2.23  -1.83  -2.24
H  -1.01  -5.24  -4.69
H  -2.58  2.51  4.27


Entry 7:
Computed, not measured: a cluster of 2 separate species, C22H14F3N2O5S3 in total in a non-equilibrium geometry, with the ωB97M-V functional and the def2-TZVPD basis.

Total charge: -1
Energy above the lowest of the compared OMol25 structures with the same formula, charge and spin, kcal per mole: 0.0
Gap between HOMO and LUMO, eV: 6.903

Atoms and positions in Å:
C  -3.73  -3.73  4.13
H  4.84  -1.63  2.64
C  -1.90  -2.28  3.79
H  -4.27  -4.64  3.92
C  -4.04  4.12  -0.01
H  2.38  -1.16  2.48
C  3.87  -1.92  5.93
H  5.77  -2.31  4.87
O  0.80  0.67  4.14
C  4.72  -1.99  4.81
H  -4.26  -0.66  5.63
H  -3.62  5.64  1.48
H  4.27  -2.12  6.93
C  -2.25  0.87  -0.45
C  -0.49  -2.31  -0.20
F  0.33  -3.35  -0.19
H  -2.13  -0.24  4.38
C  0.23  -3.28  3.48
F  -1.74  -2.67  -0.57
S  -0.58  -1.50  1.63
C  2.04  -1.46  4.53
C  2.52  -1.55  5.82
N  0.86  -4.24  3.54
C  -3.27  4.70  1.02
C  -3.73  2.89  -0.62
H  -5.18  -2.92  5.49
C  -2.53  -1.24  4.47
N  -1.34  0.45  0.48
O  -1.34  1.25  2.86
H  1.93  -1.32  6.71
H  -2.16  -4.10  2.65
C  -2.55  2.29  -0.20
C  -2.54  -3.46  3.48
O  0.54  2.03  1.35
C  2.85  -1.44  3.42
H  -1.46  4.48  2.31
S  0.41  -0.67  4.50
C  -4.26  -2.75  4.99
H  -4.94  4.61  -0.35
C  -1.84  2.81  0.90
C  -0.60  -2.12  3.20
C  -3.71  -1.48  5.12
C  -2.08  4.06  1.48
H  -4.35  2.37  -1.37
C  4.22  -1.71  3.53
O  -2.80  0.10  -1.26
O  -0.18  -1.00  5.79
F  -0.01  -1.39  -1.01
S  -0.82  1.55  1.56


Entry 8:
Computed, not measured: a structure of composition C22H15AuO5P in a non-equilibrium geometry, with the ωB97M-V functional and the def2-TZVPD basis.

Multiplicity: 3
Total charge: +3
Gap between HOMO and LUMO (spin up / spin down), eV: 7.865 / 3.705

Atoms and positions in Å:
C  1.56  1.10  0.93
Au  0.26  -0.70  -4.69
C  3.64  2.33  0.85
C  2.65  1.76  3.00
C  2.58  1.71  0.17
C  -1.36  1.03  0.31
C  -1.86  -2.12  -3.45
C  -3.67  1.25  -0.38
C  -0.16  -0.79  -6.48
C  0.15  -1.44  0.76
H  -2.28  -0.18  -1.24
O  -2.60  -2.69  -2.81
C  -0.29  1.20  -2.93
H  -4.48  0.93  -1.02
O  -0.30  -0.81  -7.63
C  -3.85  2.27  0.55
C  1.29  -2.25  0.66
H  4.44  2.79  0.25
H  2.67  1.78  4.08
C  1.59  1.12  2.33
C  1.26  -3.55  1.15
H  -2.93  3.45  2.10
H  0.06  -5.08  2.10
H  -0.70  2.37  1.87
C  3.67  2.35  2.23
P  0.24  0.22  0.10
C  -1.02  -1.93  1.36
H  -4.81  2.76  0.63
H  2.20  -1.85  0.20
C  -2.42  0.62  -0.52
H  4.49  2.85  2.75
H  2.54  1.67  -0.92
H  -1.97  -3.63  2.29
C  -1.54  2.05  1.25
H  0.81  0.63  2.91
C  1.52  -1.47  -3.45
C  -1.05  -3.24  1.84
O  2.28  -1.99  -2.77
O  0.54  0.12  -1.41
H  -1.90  -1.30  1.45
O  -0.69  2.21  -2.61
C  0.09  -4.05  1.74
C  -2.79  2.66  1.37
H  2.15  -4.18  1.08